Entry 1:
Here is C40H67N7O5SSi2 as an isolated structure in a non-equilibrium geometry from the OMol25 dataset. Energies are from wB97M-V/def2-TZVPD.

E: -89824.40224 eV
Lowest unoccupied orbital energy: 0.1 eV

CARTESIAN COORDINATES (ANGSTROEM)
C: 6.17 0.39 2.99
C: 4.98 -0.48 3.35
O: 3.90 -0.20 2.47
C: 2.69 -0.87 2.84
Si: 2.14 -1.86 1.33
C: 3.53 -3.14 1.04
O: 3.11 -4.29 0.28
C: 3.07 -5.49 1.02
C: 0.56 -2.82 1.78
O: -0.31 -3.12 0.69
C: -0.31 -4.46 0.28
O: 2.05 -1.00 -0.08
Si: 1.06 0.36 -0.20
C: -0.78 -0.04 -0.06
C: -1.38 0.02 1.37
C: -2.48 1.07 1.46
C: -3.78 0.60 0.78
C: -4.75 0.05 1.84
C: -5.79 -0.91 1.26
C: -6.45 -1.84 2.26
S: -7.46 -1.00 3.52
C: -6.24 -0.38 4.60
N: -6.26 0.70 5.26
N: -5.05 0.73 5.97
C: -4.43 -0.31 5.68
O: -5.12 -1.11 4.81
C: 1.55 1.77 0.95
C: 1.41 3.13 0.23
C: 0.08 3.83 0.63
C: 2.59 4.06 0.53
H: 7.09 -0.08 3.31
H: 6.09 1.34 3.50
H: 6.17 0.57 1.92
H: 4.68 -0.24 4.38
H: 5.26 -1.53 3.23
H: 2.94 -1.60 3.61
H: 1.95 -0.16 3.22
H: 4.02 -3.40 1.97
H: 4.27 -2.63 0.43
H: 3.70 -5.46 1.92
H: 2.06 -5.79 1.31
H: 3.46 -6.28 0.39
H: 0.04 -2.30 2.58
H: 0.90 -3.76 2.24
H: -0.29 -5.17 1.11
H: 0.50 -4.63 -0.44
H: -1.25 -4.63 -0.25
H: 1.24 0.87 -1.58
H: -1.25 0.75 -0.65
H: -1.01 -0.97 -0.58
H: -0.64 0.16 2.15
H: -1.87 -0.94 1.55
H: -2.70 1.25 2.51
H: -2.18 2.00 0.99
H: -4.29 1.44 0.30
H: -3.60 -0.13 0.00
H: -4.13 -0.49 2.56
H: -5.29 0.85 2.34
H: -5.26 -1.56 0.55
H: -6.51 -0.35 0.67
H: -5.72 -2.46 2.77
H: -7.12 -2.50 1.72
H: -3.46 -0.63 6.02
H: 2.61 1.63 1.18
H: 0.99 1.74 1.88
H: 1.37 2.97 -0.85
H: 0.15 4.91 0.70
H: -0.68 3.55 -0.10
H: -0.26 3.42 1.58
H: 3.51 3.68 0.11
H: 2.37 5.04 0.11
H: 2.70 4.17 1.61
N: 0.12 6.45 -2.29
C: 0.30 7.76 -1.93
C: -0.76 8.47 -2.39
C: -1.63 7.56 -3.06
C: -1.05 6.32 -2.97
H: 0.75 5.70 -2.08
H: 1.18 8.06 -1.37
H: -0.91 9.53 -2.27
H: -2.56 7.79 -3.54
H: -1.38 5.36 -3.34
N: 2.41 -3.05 -2.49
C: 1.67 -3.64 -3.47
C: 1.92 -2.98 -4.65
C: 2.85 -1.95 -4.36
C: 3.13 -2.02 -3.02
H: 2.42 -3.31 -1.52
H: 1.03 -4.48 -3.25
H: 1.49 -3.22 -5.61
H: 3.27 -1.24 -5.06
H: 3.78 -1.42 -2.40
N: -6.64 3.91 0.90
C: -7.94 4.18 0.55
C: -7.91 4.99 -0.56
C: -6.55 5.21 -0.89
C: -5.79 4.53 0.02
H: -6.35 3.34 1.67
H: -8.76 3.78 1.11
H: -8.77 5.38 -1.07
H: -6.17 5.80 -1.71
H: -4.72 4.43 0.13
N: -1.31 -3.53 -5.21
C: -2.50 -2.87 -5.38
C: -3.16 -3.45 -6.43
C: -2.34 -4.51 -6.91
C: -1.21 -4.53 -6.14
H: -0.62 -3.31 -4.52
H: -2.77 -2.04 -4.75
H: -4.12 -3.16 -6.81
H: -2.56 -5.18 -7.73
H: -0.35 -5.17 -6.16
N: 8.88 -2.53 0.85
C: 7.53 -2.32 0.75
C: 7.30 -1.59 -0.38
C: 8.56 -1.35 -0.99
C: 9.51 -1.94 -0.21
H: 9.33 -3.04 1.59
H: 6.85 -2.71 1.49
H: 6.34 -1.26 -0.74
H: 8.75 -0.80 -1.90
H: 10.58 -2.00 -0.32

***

Entry 2:
Here is a 13-piece molecular cluster, C40H68BO44S10 overall in a non-equilibrium geometry from the OMol25 dataset. Energies are from wB97M-V/def2-TZVPD.

E: -241694.19276 eV
Total charge: -1
Lowest unoccupied orbital energy: 1.1 eV

CARTESIAN COORDINATES (ANGSTROEM)
O: -30.12 -3.99 -15.65
C: -28.98 -3.78 -16.09
O: -28.62 -2.67 -16.88
B: -27.14 -2.69 -16.99
O: -26.71 -3.78 -16.08
C: -27.69 -4.40 -15.51
O: -27.71 -5.30 -14.72
O: -26.50 -1.35 -16.49
C: -25.84 -0.86 -17.53
O: -25.29 0.20 -17.56
C: -25.89 -1.86 -18.71
O: -26.66 -2.85 -18.39
O: -25.17 -1.75 -19.71
C: -17.71 -1.28 -23.48
C: -18.99 -1.54 -22.65
O: -18.73 -2.86 -22.12
S: -17.88 -3.85 -23.14
O: -18.70 -4.92 -23.74
O: -16.62 -4.27 -22.52
O: -17.60 -2.61 -24.14
H: -16.82 -1.22 -22.85
H: -17.84 -0.43 -24.15
H: -19.87 -1.67 -23.28
H: -19.27 -0.80 -21.90
C: -26.44 -11.97 -12.15
C: -27.01 -13.44 -12.11
O: -26.92 -13.79 -10.73
S: -26.99 -12.52 -9.69
O: -25.95 -12.58 -8.63
O: -28.41 -12.39 -9.31
O: -26.72 -11.44 -10.94
H: -26.86 -11.33 -12.92
H: -25.36 -12.02 -12.28
H: -26.38 -14.09 -12.72
H: -28.04 -13.41 -12.46
C: -22.54 -7.42 -20.03
C: -22.62 -8.73 -20.86
O: -23.95 -8.80 -21.32
S: -25.00 -8.21 -20.17
O: -25.12 -9.09 -19.01
O: -26.21 -7.71 -20.79
O: -23.89 -7.01 -19.95
H: -21.89 -6.60 -20.33
H: -22.21 -7.69 -19.03
H: -22.51 -9.68 -20.34
H: -21.79 -8.69 -21.56
C: -33.03 -0.16 -19.75
C: -32.47 1.14 -19.21
O: -33.57 1.89 -18.79
S: -34.67 0.84 -18.04
O: -36.08 1.22 -18.24
O: -34.16 0.60 -16.67
O: -34.14 -0.46 -18.97
H: -32.27 -0.93 -19.61
H: -33.37 -0.18 -20.78
H: -31.91 1.60 -20.02
H: -31.82 0.86 -18.37
C: -25.47 -4.11 -26.20
C: -24.61 -5.06 -25.44
O: -24.95 -6.33 -25.89
S: -25.55 -6.33 -27.45
O: -26.56 -7.39 -27.68
O: -24.57 -6.01 -28.50
O: -26.30 -4.96 -26.99
H: -24.92 -3.34 -26.73
H: -26.23 -3.63 -25.58
H: -24.93 -5.11 -24.40
H: -23.54 -4.84 -25.45
C: -32.02 -0.75 -9.15
C: -31.76 -1.01 -10.59
O: -32.13 0.23 -11.15
S: -33.51 0.83 -10.47
O: -34.77 0.09 -10.86
O: -33.45 2.28 -10.42
O: -33.05 0.22 -9.03
H: -31.10 -0.36 -8.71
H: -32.28 -1.67 -8.63
H: -32.40 -1.68 -11.17
H: -30.73 -1.30 -10.81
O: -40.31 -9.21 -17.62
S: -39.98 -8.07 -16.80
O: -40.11 -8.09 -15.33
O: -38.41 -7.60 -17.18
C: -37.69 -6.79 -16.18
C: -37.03 -5.68 -16.87
C: -40.94 -6.67 -17.37
H: -36.88 -7.35 -15.70
H: -38.33 -6.48 -15.35
H: -36.13 -5.90 -17.44
H: -36.60 -4.98 -16.15
H: -37.71 -5.13 -17.53
H: -40.81 -6.67 -18.45
H: -40.57 -5.81 -16.80
H: -41.95 -6.96 -17.12
O: -23.45 8.60 -16.18
S: -23.23 8.33 -14.74
O: -22.10 8.98 -14.07
O: -24.57 8.60 -13.80
C: -25.03 9.92 -13.74
C: -25.72 10.24 -12.38
C: -23.18 6.47 -14.44
H: -25.75 10.08 -14.55
H: -24.25 10.67 -13.89
H: -24.97 10.27 -11.58
H: -26.39 9.39 -12.23
H: -26.32 11.14 -12.53
H: -23.92 6.12 -15.17
H: -23.52 6.10 -13.47
H: -22.22 6.01 -14.65
O: -30.66 7.91 -14.20
S: -31.56 6.91 -14.83
O: -32.11 7.18 -16.17
O: -30.89 5.41 -14.78
C: -29.86 5.17 -13.79
C: -29.18 3.84 -14.10
C: -33.01 6.58 -13.81
H: -30.41 5.09 -12.85
H: -29.14 5.98 -13.63
H: -28.33 3.56 -13.48
H: -28.83 3.80 -15.13
H: -29.85 2.99 -13.96
H: -33.64 7.47 -13.77
H: -32.68 6.41 -12.79
H: -33.52 5.69 -14.17
O: -19.71 -4.95 -11.91
S: -20.78 -5.17 -10.91
O: -20.76 -6.30 -9.98
O: -21.04 -3.75 -10.09
C: -21.10 -2.50 -10.72
C: -21.65 -1.53 -9.71
C: -22.32 -5.25 -11.91
H: -21.68 -2.57 -11.64
H: -20.15 -2.19 -11.17
H: -22.69 -1.77 -9.48
H: -21.55 -0.53 -10.13
H: -21.07 -1.53 -8.79
H: -22.44 -4.38 -12.56
H: -23.16 -5.33 -11.22
H: -22.32 -6.19 -12.46
C: -22.74 3.52 -25.57
C: -23.58 3.32 -24.46
C: -23.05 3.42 -23.16
C: -21.73 3.77 -22.99
C: -20.90 3.83 -24.10
C: -21.37 3.60 -25.39
H: -23.20 3.29 -26.52
H: -24.61 3.01 -24.54
H: -23.75 3.37 -22.34
H: -21.27 3.88 -22.02
H: -19.86 3.74 -23.84
H: -20.75 3.57 -26.28
C: -17.50 1.36 -16.09
C: -18.45 0.73 -16.83
C: -18.50 -0.65 -16.78
C: -17.67 -1.35 -15.97
C: -16.80 -0.67 -15.16
C: -16.68 0.68 -15.19
H: -17.50 2.44 -16.07
H: -19.19 1.30 -17.38
H: -19.30 -1.21 -17.22
H: -17.76 -2.42 -15.93
H: -16.03 -1.13 -14.56
H: -15.82 1.18 -14.75

***

Entry 3:
Here is a 8-piece molecular cluster, C40H69F3O11 overall in a non-equilibrium geometry from the OMol25 dataset. Energies are from wB97M-V/def2-TZVPD.

E: -73263.41622 eV
Lowest unoccupied orbital energy: 0.7 eV

CARTESIAN COORDINATES (ANGSTROEM)
C: 0.84 2.92 -1.17
O: 1.29 2.48 -2.43
C: 2.42 3.27 -2.91
C: 3.06 2.46 -4.06
O: 4.27 1.91 -3.49
C: 4.82 0.98 -4.43
C: 4.05 -0.34 -4.44
O: 3.23 -0.45 -5.56
C: 2.21 -1.43 -5.44
H: -0.06 2.30 -1.09
H: 0.68 3.93 -1.11
H: 1.48 2.62 -0.35
H: 3.10 3.30 -2.10
H: 2.05 4.27 -3.17
H: 3.22 3.20 -4.81
H: 2.38 1.68 -4.47
H: 5.80 0.72 -4.09
H: 4.94 1.52 -5.37
H: 3.46 -0.26 -3.51
H: 4.72 -1.22 -4.43
H: 1.55 -1.23 -4.63
H: 2.59 -2.42 -5.31
H: 1.85 -1.38 -6.49
F: -1.44 -0.55 2.12
C: -0.24 -0.66 1.52
C: 0.06 0.10 0.42
C: 1.31 -0.11 -0.22
C: 2.28 -0.97 0.29
C: 1.92 -1.60 1.52
C: 0.71 -1.47 2.15
H: -0.59 0.86 0.06
H: 1.59 0.51 -1.04
H: 3.30 -1.13 -0.06
H: 2.57 -2.33 1.94
H: 0.47 -2.04 3.06
F: -0.95 4.40 0.97
C: -0.45 3.73 2.01
C: -1.10 2.63 2.45
C: -0.61 1.92 3.51
C: 0.51 2.40 4.14
C: 1.18 3.55 3.73
C: 0.68 4.23 2.61
H: -1.99 2.18 1.91
H: -1.10 1.14 4.13
H: 0.93 1.99 5.01
H: 1.95 4.04 4.35
H: 1.28 5.07 2.18
F: 5.59 3.39 -1.03
C: 5.12 4.15 0.01
C: 5.33 5.50 -0.01
C: 4.87 6.24 1.10
C: 4.17 5.69 2.12
C: 3.94 4.26 2.04
C: 4.37 3.48 0.98
H: 5.87 6.00 -0.77
H: 5.13 7.24 1.21
H: 3.95 6.33 3.02
H: 3.38 3.76 2.81
H: 4.24 2.39 0.74
C: -3.08 -0.14 -1.89
O: -4.02 -0.22 -2.95
C: -4.82 -1.32 -2.92
C: -6.20 -1.11 -2.35
O: -6.15 -0.80 -0.97
C: -7.45 -0.77 -0.48
H: -3.64 0.48 -1.07
H: -2.26 0.55 -2.19
H: -2.71 -1.09 -1.60
H: -4.38 -2.09 -2.33
H: -5.01 -1.70 -3.93
H: -6.83 -2.00 -2.40
H: -6.72 -0.31 -2.89
H: -8.08 -0.22 -1.25
H: -7.57 -0.33 0.52
H: -7.76 -1.82 -0.54
C: -5.73 2.43 1.90
O: -4.79 1.38 2.08
C: -4.07 1.25 3.30
C: -4.84 0.29 4.16
O: -5.93 1.01 4.71
C: -6.51 0.52 5.92
H: -6.51 2.31 2.69
H: -6.18 2.26 0.92
H: -5.29 3.42 1.95
H: -3.91 2.21 3.73
H: -3.08 0.80 3.18
H: -4.22 -0.18 4.92
H: -5.21 -0.50 3.48
H: -6.80 -0.54 5.79
H: -7.46 1.10 6.06
H: -5.86 0.74 6.72
C: -4.14 -2.18 1.04
O: -2.95 -2.89 0.70
C: -2.51 -3.85 1.68
C: -1.46 -4.75 1.03
O: -0.45 -4.04 0.47
C: -0.59 -3.72 -0.88
H: -5.01 -2.84 1.01
H: -4.21 -1.35 0.35
H: -3.95 -1.72 1.98
H: -3.38 -4.48 2.03
H: -2.10 -3.29 2.57
H: -1.87 -5.41 0.28
H: -1.05 -5.34 1.84
H: 0.34 -3.14 -1.03
H: -1.42 -3.13 -1.11
H: -0.69 -4.55 -1.50
C: 4.37 -6.27 -0.48
O: 3.52 -5.64 -1.35
C: 3.33 -4.16 -1.30
C: 4.55 -3.41 -1.98
O: 5.66 -3.36 -1.18
C: 6.50 -2.20 -1.22
H: 5.20 -6.76 -0.93
H: 3.85 -7.10 -0.01
H: 4.71 -5.61 0.34
H: 3.22 -3.82 -0.25
H: 2.51 -3.94 -1.96
H: 4.11 -2.38 -2.05
H: 4.70 -3.82 -2.99
H: 7.08 -2.02 -2.12
H: 7.14 -2.29 -0.32
H: 5.93 -1.31 -1.15